1.
This record from the Open Molecules 2025 dataset describes a molecular structure, C24H30B2F26O12Sn in a non-equilibrium geometry. The level of theory is wB97M-V/def2-TZVPD.

Structure (ORCA input):
```
! RIJCOSX wB97M-V def2-TZVPD def2/J DEFGRID3
* xyz 0 1
Sn 15.302 11.375 6.647
B 15.188 14.420 5.517
F 16.217 13.699 5.061
F 15.115 15.687 5.068
F 14.050 13.645 5.215
F 15.274 14.533 6.931
B 15.073 8.482 8.319
F 14.964 8.308 6.969
F 14.204 9.444 8.799
F 14.879 7.363 9.064
F 16.380 8.977 8.469
C 19.224 16.182 6.198
C 18.646 14.802 6.349
O 19.162 14.393 7.636
C 18.809 13.210 8.187
O 17.868 12.482 7.778
C 19.537 12.891 9.507
F 20.254 11.738 9.470
F 20.482 13.849 9.811
F 18.600 12.824 10.428
H 18.795 16.770 7.009
H 18.968 16.671 5.258
H 20.313 16.179 6.210
H 18.974 14.128 5.558
H 17.559 14.818 6.430
C 11.362 6.273 7.450
C 12.124 7.511 6.766
O 11.139 8.308 6.130
C 11.348 9.607 5.768
O 12.473 10.069 5.819
C 10.099 10.377 5.282
F 9.008 9.824 5.728
F 10.145 11.620 5.691
F 10.067 10.431 3.946
H 10.962 6.594 8.412
H 12.155 5.580 7.732
H 10.549 5.917 6.818
H 12.870 7.253 6.014
H 12.468 8.169 7.564
C 20.210 8.941 6.209
C 19.343 8.122 5.224
O 19.208 8.758 4.015
C 18.346 9.861 3.938
O 17.585 10.274 4.866
C 18.385 10.655 2.643
F 18.634 11.976 2.976
F 19.255 10.091 1.803
F 17.134 10.552 2.122
H 20.250 8.463 7.188
H 19.894 9.960 6.434
H 21.242 9.024 5.870
H 18.383 7.892 5.687
H 19.849 7.192 4.967
C 16.545 10.267 11.903
C 15.280 10.993 12.023
O 15.299 12.392 11.891
C 15.383 12.915 10.678
O 15.440 12.193 9.593
C 15.480 14.430 10.680
F 14.727 14.948 9.779
F 15.263 14.876 11.938
F 16.708 14.811 10.340
H 16.475 9.213 12.172
H 17.353 10.689 12.501
H 16.865 10.228 10.862
H 14.717 10.690 12.906
H 14.635 10.521 11.282
C 11.902 10.058 0.937
C 13.135 10.526 1.820
O 13.795 9.334 2.013
C 14.505 9.081 3.050
O 14.846 9.908 3.923
C 15.137 7.679 3.032
F 15.211 7.111 4.261
F 14.482 6.885 2.169
F 16.370 7.819 2.558
H 11.300 9.301 1.438
H 12.236 9.627 -0.007
H 11.290 10.938 0.736
H 12.906 10.887 2.823
H 13.761 11.262 1.316
C 10.909 10.097 9.814
C 11.234 11.384 10.595
O 10.842 12.526 9.833
C 11.590 12.993 8.797
O 12.634 12.450 8.417
C 11.055 14.339 8.227
F 10.526 15.084 9.203
F 12.051 15.035 7.636
F 10.159 14.132 7.224
H 9.841 9.938 9.668
H 11.351 9.276 10.379
H 11.328 10.132 8.809
H 12.305 11.447 10.787
H 10.805 11.431 11.596
*
```

Results
- ΔE to the lowest compared entry with this formula, charge and spin (kJ/mol) = 84.4
- LUMO level (eV) = -1.53
- Kohn-Sham gap (eV) = 9.93

Results of the Mulliken charge analysis, in e, for atoms 1 through 6: 2.834 -0.325 -0.095 -0.271 -0.382 -0.194



2.
This record from the Open Molecules 2025 dataset describes a molecular structure, C24H30BrN2O2S4Ti in a non-equilibrium geometry. The level of theory is wB97M-V/def2-TZVPD.

Structure (ORCA input):
```
! RIJCOSX wB97M-V def2-TZVPD def2/J DEFGRID3
* xyz 1 1
Ti 0.254 0.605 0.042
C -3.574 1.861 3.446
C -4.367 1.231 2.595
S -2.322 -0.249 0.028
C -2.752 -1.999 0.036
C -2.290 -2.651 1.340
S -0.495 -2.676 1.515
C -0.193 -1.680 2.986
C 1.316 -1.487 3.028
S 1.990 -0.347 1.766
C 2.111 1.169 2.742
C 0.770 1.654 3.245
S -0.549 1.771 1.980
H -3.163 1.358 4.314
H -3.326 2.909 3.333
H -4.800 1.732 1.737
H -4.627 0.186 2.728
H -2.302 -2.474 -0.837
H -3.839 -2.055 -0.020
H -2.636 -3.683 1.341
H -2.723 -2.145 2.203
H -0.535 -2.202 3.880
H -0.707 -0.723 2.900
H 1.830 -2.432 2.856
H 1.636 -1.098 3.995
H 2.578 1.891 2.075
H 2.795 0.977 3.571
H 0.893 2.649 3.672
H 0.393 1.004 4.036
O 1.526 5.659 -1.507
C 2.512 4.852 -1.997
C 3.613 5.346 -2.684
C 4.576 4.469 -3.155
C 4.443 3.099 -2.962
C 3.344 2.616 -2.273
C 2.376 3.485 -1.780
C 1.223 2.975 -0.968
O 1.529 1.757 -0.291
N 0.057 2.716 -1.807
N -0.736 1.682 -1.386
C -1.701 1.271 -2.122
C -2.640 0.267 -1.650
Br 0.806 -1.221 -1.471
C -3.681 -0.176 -2.369
C -4.299 0.359 -3.595
C -4.197 1.687 -4.016
C -4.870 2.121 -5.146
C -5.657 1.237 -5.873
C -5.785 -0.079 -5.455
C -5.121 -0.506 -4.318
H 1.743 6.582 -1.673
H 3.715 6.413 -2.846
H 5.441 4.861 -3.673
H 5.193 2.419 -3.340
H 3.234 1.554 -2.093
H 0.929 3.713 -0.222
H 0.096 2.918 -2.795
H -1.783 1.643 -3.138
H -4.186 -1.058 -1.986
H -3.650 2.412 -3.429
H -4.801 3.157 -5.447
H -6.186 1.581 -6.752
H -6.412 -0.767 -6.005
H -5.227 -1.534 -3.988
*
```

Results
- ΔE to the lowest compared entry with this formula, charge and spin (kJ/mol) = 59.5
- LUMO level (spin up / spin down) (eV) = -4.23 / -4.23
- Kohn-Sham gap (spin up / spin down) (eV) = 6.72 / 6.72

Results of the Mulliken charge analysis, in e, for atoms 1 through 6: -0.238 -0.502 -0.432 0.441 -0.749 -0.980



3.
This record from the Open Molecules 2025 dataset describes a molecular structure, C24H30Co2NO8Si2 in a non-equilibrium geometry. The level of theory is wB97M-V/def2-TZVPD.

Structure (ORCA input):
```
! RIJCOSX wB97M-V def2-TZVPD def2/J DEFGRID3
* xyz -1 1
C 0.424 -3.990 3.817
Si -0.281 -3.694 2.120
C 0.825 -4.343 0.766
C -2.034 -4.297 1.937
O -0.356 -1.977 1.888
N -1.684 -1.411 2.082
O -1.514 -0.298 2.876
Si -0.045 0.215 3.569
C 0.009 -0.456 5.309
C 1.548 -0.202 2.680
C -0.259 2.064 3.459
C -2.156 -0.946 0.823
C -1.833 -1.815 -0.322
C -2.878 0.209 0.733
H 0.500 -5.081 3.948
H 1.429 -3.564 3.939
H -0.219 -3.598 4.613
H 0.911 -5.438 0.861
H 0.415 -4.119 -0.228
H 1.835 -3.915 0.820
H -2.195 -5.115 2.657
H -2.743 -3.483 2.156
H -2.233 -4.697 0.934
H 0.769 0.108 5.870
H -0.952 -0.311 5.822
H 0.278 -1.518 5.368
H 2.296 0.535 3.013
H 1.946 -1.197 2.919
H 1.452 -0.106 1.592
H 0.666 2.579 3.754
H -0.488 2.359 2.425
H -1.072 2.406 4.111
H -2.458 -1.562 -1.181
H -0.789 -1.695 -0.643
H -2.007 -2.864 -0.062
H -3.404 0.398 -0.197
H -3.004 0.868 1.583
O -2.960 6.281 -5.332
C -3.237 5.626 -4.422
Co -3.611 4.636 -3.024
C -4.894 5.796 -2.713
O -5.706 6.576 -2.468
C -4.384 3.277 -3.854
O -4.918 2.425 -4.423
C -3.730 4.233 -1.090
C -3.940 2.961 -0.602
C -4.814 2.103 -0.019
C -6.050 1.809 -0.767
C -7.187 2.650 -0.669
C -8.308 2.427 -1.459
C -8.350 1.317 -2.313
C -7.258 0.443 -2.388
C -6.119 0.685 -1.623
Co -2.418 3.111 -1.567
C -1.664 4.000 -3.014
O -0.672 4.236 -3.590
C -2.436 1.608 -2.489
O -2.437 0.614 -3.084
C -0.967 3.053 -0.568
O -0.046 3.094 0.136
H -3.815 5.122 -0.461
H -4.747 1.849 1.036
H -7.155 3.488 0.040
H -9.158 3.112 -1.408
H -9.234 1.128 -2.917
H -7.293 -0.433 -3.039
H -5.254 0.014 -1.671
*
```

Results
- ΔE to the lowest compared entry with this formula, charge and spin (kJ/mol) = 0.0
- LUMO level (eV) = 2.28
- Kohn-Sham gap (eV) = 5.42

Results of the Mulliken charge analysis, in e, for atoms 1 through 6: -1.178 0.530 -1.045 -1.183 -0.268 0.319



4.
This record from the Open Molecules 2025 dataset describes a molecular structure, C24H30DyF3N4Sb in a non-equilibrium geometry. The level of theory is wB97M-V/def2-TZVPD.

Structure (ORCA input):
```
! RIJCOSX wB97M-V def2-TZVPD def2/J DEFGRID3
* xyz 3 6
Dy 10.463 10.723 10.176
N 8.217 11.543 9.611
C 7.681 10.557 8.715
C 8.332 9.198 8.649
N 9.780 9.278 8.575
C 10.488 7.959 8.761
C 12.010 8.172 9.059
N 12.148 8.883 10.382
C 10.214 9.992 7.347
C 10.919 11.369 7.399
N 11.638 11.770 8.615
H 8.219 12.497 9.117
H 7.682 11.696 10.472
H 6.625 10.257 8.923
H 7.670 11.019 7.729
H 8.040 8.642 9.527
H 7.912 8.640 7.780
H 9.945 7.440 9.561
H 10.358 7.403 7.791
H 12.479 7.170 9.172
H 12.553 8.751 8.327
H 11.953 8.279 11.177
H 13.108 9.225 10.506
H 10.947 9.350 6.859
H 9.382 9.994 6.602
H 11.742 11.276 6.624
H 10.230 12.143 7.112
H 12.611 11.516 8.560
H 11.623 12.784 8.798
F 5.105 12.075 17.500
C 6.011 11.593 16.613
C 6.218 12.340 15.471
C 7.129 11.835 14.487
C 7.805 10.660 14.727
C 7.583 9.912 15.889
C 6.785 10.475 16.864
Sb 9.537 10.452 13.422
C 9.714 8.307 13.620
C 8.671 7.383 13.523
C 8.875 6.007 13.386
C 10.224 5.613 13.561
F 10.444 4.222 13.469
C 11.281 6.445 13.581
C 11.028 7.822 13.763
C 11.093 11.316 14.715
C 11.855 12.325 14.227
C 12.889 13.026 14.929
C 13.215 12.472 16.178
F 14.393 12.735 16.856
C 12.399 11.435 16.739
C 11.370 10.903 15.976
H 5.683 13.253 15.276
H 7.301 12.457 13.600
H 8.075 8.959 16.137
H 6.632 9.939 17.838
H 7.691 7.844 13.518
H 8.117 5.251 13.263
H 12.317 6.013 13.533
H 11.900 8.393 14.098
H 11.687 12.643 13.157
H 13.417 13.784 14.390
H 12.571 11.151 17.759
H 10.893 10.059 16.454
*
```

Results
- ΔE to the lowest compared entry with this formula, charge and spin (kJ/mol) = 202.1
- LUMO level (spin up / spin down) (eV) = -9.97 / -10.42
- Kohn-Sham gap (spin up / spin down) (eV) = 6.18 / 5.72

Results of the Mulliken charge analysis, in e, for atoms 1 through 6: 0.612 -0.411 -0.635 -0.832 0.212 -0.692



5.
This record from the Open Molecules 2025 dataset describes a molecular structure, C24H30F4N2O2Ru in a non-equilibrium geometry. The level of theory is wB97M-V/def2-TZVPD.

Structure (ORCA input):
```
! RIJCOSX wB97M-V def2-TZVPD def2/J DEFGRID3
* xyz 1 2
Ru 0.536 0.245 -0.337
C 2.222 2.885 0.348
C 0.737 3.130 0.612
N 0.069 1.987 1.263
C 0.585 1.857 2.632
C -0.052 0.754 3.461
C -1.395 2.147 1.204
C -2.208 0.841 1.107
N -1.646 -0.063 0.138
C -2.280 -1.156 -0.286
C -1.571 -2.128 -1.050
F -0.236 -1.934 -1.274
C -2.126 -3.306 -1.498
F -1.345 -4.194 -2.124
C -3.466 -3.597 -1.284
C -4.205 -2.672 -0.559
F -5.494 -2.908 -0.318
C -3.645 -1.509 -0.056
F -4.427 -0.710 0.691
H 2.560 3.618 -0.379
H 2.371 1.876 -0.081
H 2.831 2.982 1.240
H 0.241 3.295 -0.350
H 0.617 4.034 1.227
H 0.465 2.819 3.154
H 1.656 1.652 2.548
H -1.067 1.000 3.762
H 0.534 0.618 4.366
H -0.050 -0.177 2.902
H -1.627 2.720 0.302
H -1.739 2.720 2.075
H -3.236 1.137 0.854
H -2.250 0.333 2.080
H -3.902 -4.514 -1.640
C 3.005 -1.734 -0.816
O 2.500 -1.057 0.331
C 2.484 -1.860 1.498
C 1.282 -2.801 1.564
O 0.100 -2.024 1.614
C -0.982 -2.747 2.164
H 4.064 -1.968 -0.664
H 2.897 -1.043 -1.658
H 2.455 -2.656 -1.029
H 2.438 -1.161 2.339
H 3.405 -2.450 1.559
H 1.370 -3.417 2.468
H 1.248 -3.473 0.694
H -0.754 -3.053 3.191
H -1.202 -3.640 1.570
H -1.854 -2.097 2.172
C 0.617 1.206 -2.191
C 0.740 2.006 -3.119
C 1.012 2.917 -4.156
C 0.235 4.072 -4.348
C 0.571 4.978 -5.332
C 1.681 4.760 -6.141
C 2.444 3.609 -5.975
C 2.118 2.696 -4.996
H -0.627 4.246 -3.720
H -0.041 5.857 -5.473
H 1.942 5.478 -6.902
H 3.292 3.419 -6.614
H 2.709 1.802 -4.862
*
```

Results
- LUMO level (spin up / spin down) (eV) = -4.44 / -5.21
- Kohn-Sham gap (spin up / spin down) (eV) = 6.32 / 5.23

Results of the Mulliken charge analysis, in e, for atoms 1 through 6: 1.203 -1.168 -0.628 1.045 -0.777 -1.222



6.
This record from the Open Molecules 2025 dataset describes a single C24H30N2O3 molecule. The level of theory is wB97M-V/def2-TZVPD.

Structure (ORCA input):
```
! RIJCOSX wB97M-V def2-TZVPD def2/J DEFGRID3
* xyz 0 1
C -0.845 4.313 1.295
H -1.204 4.483 2.308
O -0.275 3.027 1.305
C 0.262 2.545 0.153
C 0.780 1.248 0.224
C 1.340 0.657 -0.888
C 1.415 1.360 -2.089
C 0.896 2.642 -2.168
C 0.311 3.235 -1.046
H -0.081 4.231 -1.158
O 0.892 3.414 -3.294
C 1.474 2.894 -4.464
H 2.537 2.675 -4.320
H 1.365 3.671 -5.218
H 0.960 1.988 -4.801
H 1.862 0.874 -2.941
C 1.843 -0.760 -0.837
N 1.028 -1.641 -1.666
C 1.616 -2.960 -1.822
C 1.307 -3.881 -0.642
N -0.126 -4.128 -0.559
C -0.914 -3.136 -1.270
H -1.928 -3.138 -0.867
C -0.363 -1.704 -1.196
C -1.248 -0.751 -2.018
H -1.745 -1.296 -2.823
H -0.610 0.005 -2.476
C -2.296 -0.046 -1.158
O -3.020 0.925 -1.877
H -2.392 1.567 -2.229
H -1.803 0.415 -0.290
H -3.044 -0.757 -0.797
H -0.401 -1.386 -0.145
H -0.973 -3.443 -2.320
C -0.571 -4.418 0.795
C -0.518 -3.268 1.687
C -0.445 -2.231 2.296
C -0.387 -0.997 2.988
C 0.761 -0.627 3.688
C 0.818 0.601 4.319
C -0.261 1.467 4.261
C -1.405 1.103 3.568
C -1.472 -0.121 2.932
H -2.357 -0.409 2.382
H -2.246 1.777 3.519
H -0.209 2.426 4.753
H 1.712 0.885 4.857
H 1.602 -1.306 3.727
H 0.060 -5.223 1.187
H -1.602 -4.786 0.742
H 1.688 -3.410 0.278
H 1.819 -4.844 -0.766
H 1.231 -3.404 -2.744
H 2.697 -2.852 -1.932
H 1.873 -1.090 0.216
H 2.862 -0.791 -1.235
H 0.725 0.731 1.169
H -0.105 5.079 1.040
H -1.686 4.374 0.597
*
```

Results
- ΔE to the lowest compared entry with this formula, charge and spin (kJ/mol) = 537.0
- LUMO level (eV) = 0.76
- Kohn-Sham gap (eV) = 8.91

Results of the Mulliken charge analysis, in e, for atoms 1 through 6: -1.049 0.221 -0.218 0.678 -0.362 -0.178